# C38H32Cl3F5N2O4S3SiW

C38H32Cl3F5N2O4S3SiW as an isolated structure (ωB97M-V/def2-TZVPD, OMol25).

Output
energy relative to the best compared isomer or geometry (same formula, charge and spin) = 0.4115 eV
molar mass = 1090.2 Da
E_LUMO (spin up / spin down) = -0.043 / -0.021 eV
largest force on an atom = 0.9 eV/A

ORCA input file:
```
! wB97M-V def2-TZVPD RIJCOSX def2/J DEFGRID3
* xyz 0 3
W 0.108 -0.173 0.083
S 1.373 -0.669 2.393
C -0.104 -1.414 2.735
N -1.011 -1.445 1.792
C -2.142 -2.177 2.187
C -3.280 -2.464 1.433
C -4.284 -3.237 1.991
C -4.185 -3.728 3.292
C -3.068 -3.444 4.059
C -2.060 -2.675 3.493
S -0.539 -2.218 4.211
H -3.384 -2.085 0.427
H -5.164 -3.461 1.400
H -4.980 -4.338 3.704
H -2.974 -3.813 5.073
C -3.206 2.995 -0.440
Si -2.768 1.492 0.581
C -4.327 0.748 1.310
C -1.798 2.025 2.102
N -1.840 0.287 -0.323
C -2.499 -0.563 -1.212
C -3.760 -0.320 -1.762
C -4.408 -1.268 -2.538
C -3.818 -2.496 -2.775
C -2.548 -2.755 -2.271
C -1.903 -1.779 -1.544
O -0.611 -1.933 -0.966
C 0.107 -3.143 -1.178
C 0.528 -3.831 -0.059
C 1.212 -5.028 -0.221
C 1.465 -5.520 -1.493
C 1.069 -4.789 -2.604
C 0.397 -3.585 -2.455
H -3.639 3.769 0.206
H -3.940 2.767 -1.220
H -2.320 3.403 -0.932
H -4.978 1.563 1.652
H -4.079 0.130 2.178
H -4.901 0.129 0.615
H -2.492 2.126 2.944
H -1.305 2.992 1.961
H -1.037 1.305 2.390
H -4.242 0.632 -1.567
H -5.388 -1.047 -2.946
H -4.326 -3.254 -3.357
H -2.093 -3.717 -2.437
H 0.319 -3.439 0.925
H 1.547 -5.572 0.654
H 2.001 -6.454 -1.618
H 1.295 -5.145 -3.603
H 0.118 -2.994 -3.316
O 0.900 1.732 0.867
S 1.634 2.897 1.460
C 1.834 4.114 0.162
C 3.007 4.323 -0.545
C 3.022 5.281 -1.549
C 1.876 6.008 -1.841
C 0.708 5.796 -1.120
C 0.690 4.855 -0.105
C 3.319 2.391 1.704
C 3.785 1.190 1.207
C 5.090 0.814 1.503
C 5.899 1.637 2.275
C 5.414 2.846 2.764
C 4.110 3.222 2.491
H 3.895 3.739 -0.338
H 3.932 5.449 -2.111
H 1.894 6.741 -2.638
H -0.189 6.356 -1.351
H -0.219 4.677 0.461
H 3.144 0.560 0.603
H 5.469 -0.127 1.130
H 6.911 1.329 2.506
H 6.045 3.487 3.367
H 3.702 4.152 2.879
Cl 4.211 -2.256 0.763
C 4.170 -1.862 -0.961
Cl 4.326 -3.342 -1.917
Cl 5.541 -0.795 -1.337
C 2.860 -1.107 -1.412
O 2.792 -0.834 -2.577
O 2.034 -0.847 -0.443
F 1.731 1.603 -1.684
C 0.449 1.112 -1.677
F -0.327 2.255 -1.541
C 0.147 0.659 -3.146
F 0.193 -0.678 -3.295
F -1.108 1.025 -3.480
F 0.974 1.203 -4.028
*
```